1.
Entry from the OMol25 dataset: C21H19N3O5 in the gas phase at a distorted geometry (the ωB97M-V functional and the def2-TZVPD basis).

Structure (ORCA input):
```
! RIJCOSX wB97M-V def2-TZVPD def2/J DEFGRID3
* xyz 0 1
C -2.7645 -2.0752 0.7588
C -1.9199 -1.1321 0.3888
C -1.7137 0.1511 1.1412
N -1.6110 1.3074 0.2667
C -2.5599 1.6475 -0.6464
O -2.4075 2.5717 -1.4206
C -3.8044 0.8176 -0.6297
C -4.0826 0.0155 -1.7255
C -5.2369 -0.7600 -1.7863
C -6.0977 -0.6809 -0.7193
C -5.8346 0.1495 0.3725
C -4.6966 0.9123 0.4432
H -4.5147 1.5668 1.2795
O -6.8552 0.0449 1.2794
C -7.7776 -0.8661 0.7202
O -7.2880 -1.3262 -0.5208
H -7.9121 -1.7199 1.4032
H -8.7477 -0.3647 0.5717
H -5.4517 -1.3914 -2.6315
H -3.3827 -0.0104 -2.5457
C -0.3690 2.0464 0.2604
C 0.7781 1.2183 -0.1952
N 1.9975 1.2725 0.2362
C 2.6404 0.3221 -0.5182
N 1.8305 -0.2783 -1.3536
O 0.6140 0.2988 -1.1537
C 4.0495 0.0317 -0.3905
C 4.6446 -0.9630 -1.1702
C 5.9879 -1.2236 -1.0456
C 6.7738 -0.4986 -0.1422
C 6.1801 0.4925 0.6358
C 4.8290 0.7512 0.5093
H 4.3622 1.5189 1.1067
H 6.7604 1.0675 1.3401
O 8.0871 -0.8361 -0.1028
C 8.9413 -0.1423 0.7754
H 8.6388 -0.2752 1.8189
H 9.9288 -0.5769 0.6293
H 8.9780 0.9258 0.5393
H 6.4675 -1.9866 -1.6380
H 4.0340 -1.5157 -1.8662
H -0.5109 2.8799 -0.4407
H -0.1361 2.4467 1.2521
H -0.7718 0.0875 1.6965
H -2.5204 0.2916 1.8677
H -1.3012 -1.2522 -0.4894
H -2.8653 -2.9941 0.2090
H -3.3894 -1.9666 1.6301
*
```

Output
HOMO: -8.294 eV
gap between HOMO and LUMO: 9.0 eV
LUMO: 0.0265 hartree
ΔE to the lowest compared entry with this formula, charge and spin: 379.64 kJ/mol

2.
Entry from the OMol25 dataset: a molecular structure, C14H18Cl2N2Y at a distorted geometry (the ωB97M-V functional and the def2-TZVPD basis).

Structure (ORCA input):
```
! RIJCOSX wB97M-V def2-TZVPD def2/J DEFGRID3
* xyz -1 1
Y 2.1933 -0.3183 -0.5219
Cl 1.8585 -2.7709 -0.9876
Cl 2.5136 1.9381 0.5387
C 4.3111 -1.0162 -0.3196
H 5.1761 -0.4935 0.0845
H 4.7419 -1.9650 -0.7089
C -1.1707 1.5958 -1.5932
C -0.0529 0.9470 -1.7717
H -1.2585 2.5596 -1.0553
C 0.0120 -0.4240 -2.4381
H 0.9033 1.4952 -1.5893
C -1.0500 -0.5225 -3.5393
H 1.0000 -0.6004 -2.8954
H -0.1205 -1.2063 -1.6672
C -2.4539 -0.0733 -3.0577
H -0.6883 0.1738 -4.3208
H -1.1454 -1.5373 -3.9189
C -2.5084 1.1262 -2.0995
H -3.0973 0.1294 -3.9286
H -2.9069 -0.9138 -2.5087
H -3.0044 1.9853 -2.5741
H -3.2175 0.8433 -1.2935
N -0.1519 -2.0298 3.2144
C 0.3019 -1.8771 1.9543
N 0.3428 -0.5890 1.5879
C -0.2273 0.1317 2.6626
C -0.4738 1.4869 2.9109
C -0.7455 1.9088 4.2294
C -0.8152 0.9845 5.2978
C -0.7075 -0.3960 5.0322
C -0.4697 -0.7680 3.7195
H -0.2349 -2.8910 3.7513
H 0.5554 -2.7094 1.3187
H -0.4344 2.1850 2.0735
H -0.8978 2.9722 4.4632
H -0.9596 1.3431 6.3252
H -0.7538 -1.1595 5.8178
*
```

Output
HOMO: -1.170 eV
gap between HOMO and LUMO: 3.8 eV
LUMO: 0.0969 hartree
ΔE to the lowest compared entry with this formula, charge and spin: 88.24 kJ/mol